Record 1
Computed, not measured: a molecular structure, C18H37BF4N6NiO2PS, with ωB97M-V/def2-TZVPD.

Results
2S+1 = 3
charge = -1
HOMO-LUMO gap (spin up / spin down) = 7.7 / 7.6 eV

The geometry in XYZ format:
```
71
C18H37BF4N6NiO2PS | OMol25 | ωB97M-V/def2-TZVPD
Ni 1.578 0.520 0.443
N 4.992 2.304 -1.083
C 4.262 1.869 0.104
N 5.124 2.085 1.225
S 3.771 0.087 0.102
H 4.447 2.038 -1.896
H 5.848 1.758 -1.109
H 5.457 3.037 1.282
H 4.723 1.768 2.100
N -0.203 0.255 0.362
P -1.270 -0.647 -0.265
N -2.402 0.200 -1.206
C -2.380 0.100 -2.660
C -1.337 1.021 -3.287
C -1.623 2.467 -2.890
C -1.693 2.588 -1.371
C -2.676 1.578 -0.785
N -2.252 -1.490 0.823
C -3.370 -0.817 1.472
C -2.936 0.002 2.688
C -2.217 -0.897 3.690
C -1.046 -1.602 3.011
C -1.519 -2.342 1.763
N -0.747 -1.913 -1.229
C 0.636 -2.039 -1.682
C 1.034 -3.508 -1.724
C 0.184 -4.294 -2.731
C -1.210 -3.666 -2.868
C -1.644 -3.020 -1.560
H -3.376 0.391 -3.025
H -2.221 -0.933 -2.962
H -1.338 0.904 -4.375
H -0.345 0.732 -2.924
H -2.582 2.770 -3.331
H -0.861 3.139 -3.291
H -1.995 3.598 -1.078
H -0.709 2.396 -0.939
H -3.700 1.820 -1.108
H -2.655 1.633 0.303
H -4.073 -1.596 1.800
H -3.892 -0.210 0.732
H -3.809 0.480 3.142
H -2.249 0.788 2.363
H -2.926 -1.643 4.074
H -1.864 -0.320 4.546
H -0.566 -2.307 3.695
H -0.295 -0.864 2.722
H -2.195 -3.162 2.051
H -0.672 -2.790 1.238
H 1.296 -1.512 -0.987
H 0.778 -1.580 -2.671
H 0.901 -3.916 -0.718
H 2.097 -3.593 -1.958
H 0.097 -5.334 -2.408
H 0.674 -4.312 -3.708
H -1.946 -4.411 -3.178
H -1.196 -2.895 -3.644
H -1.656 -3.772 -0.758
H -2.666 -2.645 -1.635
F 1.325 1.942 4.469
B 2.272 1.089 3.915
F 3.521 1.750 3.825
F 2.396 -0.084 4.637
F 1.863 0.766 2.567
C 3.254 4.271 1.818
O 2.468 3.583 0.833
C 2.909 2.655 -0.004
O 2.152 2.340 -0.912
H 3.485 3.618 2.654
H 2.613 5.087 2.144
H 4.154 4.687 1.366
```

Results of the Mulliken charge analysis, in e, for atoms 1 through 4: number 1, Ni, carries 0.45; number 2, N, carries -0.87; number 3, C, carries 1.27; number 4, N, carries -0.71

---

Record 2
Computed, not measured: a molecular structure, C56H45N9V in a non-equilibrium geometry, with ωB97M-V/def2-TZVPD.

Results
charge = +1
HOMO-LUMO gap = 5.9 eV

The geometry in XYZ format:
```
111
C56H45N9V | OMol25 | ωB97M-V/def2-TZVPD
V 0.217 0.461 -0.466
C 0.207 3.113 6.772
C 0.239 1.748 6.518
C 0.278 1.284 5.211
C 0.271 2.180 4.145
C 0.246 3.547 4.406
C 0.219 4.011 5.714
C 0.274 1.669 2.743
C -0.922 1.719 2.031
C -2.158 2.252 2.530
C -3.132 1.877 1.670
C -2.507 1.119 0.622
N -1.152 1.058 0.853
C -3.184 0.479 -0.408
C -2.557 -0.203 -1.448
C -3.249 -0.794 -2.552
C -2.314 -1.184 -3.452
C -1.035 -0.853 -2.906
C 0.179 -1.055 -3.554
C 0.153 -1.513 -4.976
C 0.287 -2.856 -5.305
C 0.256 -3.253 -6.635
C 0.099 -2.312 -7.642
C -0.026 -0.967 -7.319
C -0.002 -0.569 -5.990
C 1.407 -0.820 -2.955
N 1.598 -0.499 -1.630
C 2.952 -0.541 -1.420
C 3.580 -0.345 -0.197
C 5.049 -0.597 -0.112
C 5.953 0.436 -0.339
C 7.319 0.190 -0.308
C 7.790 -1.089 -0.043
C 6.891 -2.119 0.199
C 5.525 -1.875 0.163
C 2.915 0.110 0.933
C 3.562 0.368 2.185
C 2.653 0.958 2.994
C 1.425 1.058 2.258
N 1.600 0.518 0.997
C 3.628 -0.862 -2.645
C 2.678 -1.024 -3.592
N -1.197 -0.276 -1.670
C -4.676 0.548 -0.418
C -5.324 1.700 -0.853
C -6.711 1.760 -0.864
C -7.458 0.670 -0.438
C -6.816 -0.480 0.000
C -5.429 -0.541 0.008
H 0.175 3.475 7.791
H 0.230 1.041 7.338
H 0.310 0.216 5.018
H 0.255 4.246 3.577
H 0.210 5.076 5.906
H -2.255 2.834 3.432
H -4.188 2.082 1.730
H -4.321 -0.882 -2.630
H -2.469 -1.657 -4.409
H 0.413 -3.592 -4.520
H 0.356 -4.302 -6.885
H 0.074 -2.626 -8.678
H -0.143 -0.228 -8.101
H -0.099 0.478 -5.728
H 5.582 1.434 -0.548
H 8.016 0.998 -0.494
H 8.854 -1.283 -0.025
H 7.254 -3.117 0.412
H 4.823 -2.680 0.349
H 4.594 0.136 2.396
H 2.790 1.316 4.002
H 4.699 -0.934 -2.755
H 2.805 -1.274 -4.633
H -4.737 2.549 -1.187
H -7.209 2.658 -1.206
H -8.539 0.716 -0.449
H -7.394 -1.331 0.336
H -4.927 -1.441 0.349
C -1.166 -1.513 2.345
N -0.526 -1.889 1.064
C -1.467 -2.782 0.351
N -1.816 -3.960 1.135
C -2.416 -3.524 2.400
N -1.503 -2.669 3.166
C -0.273 -3.425 3.430
N 0.374 -3.859 2.189
C 0.680 -2.679 1.389
C -0.581 -4.690 1.445
H -2.081 -0.958 2.134
H -0.478 -0.873 2.899
H -1.006 -3.104 -0.585
H -2.372 -2.219 0.121
H -2.666 -4.404 2.994
H -3.331 -2.965 2.192
H -0.515 -4.303 4.030
H 0.419 -2.794 3.992
H 1.149 -2.998 0.455
H 1.378 -2.042 1.936
H -0.829 -5.566 2.046
H -0.117 -5.019 0.514
N 0.383 1.951 -1.037
C 0.406 3.324 -1.179
C -0.360 3.947 -2.163
C -0.407 5.327 -2.213
C 0.311 6.086 -1.296
C 1.104 5.462 -0.339
C 1.158 4.082 -0.277
H -0.910 3.337 -2.868
H -1.008 5.816 -2.967
H 0.254 7.166 -1.325
H 1.682 6.054 0.358
H 1.766 3.567 0.458
```

Results of the Mulliken charge analysis, in e, for atoms 1 through 4: number 1, V, carries -0.50; number 2, C, carries -0.49; number 3, C, carries -0.93; number 4, C, carries 0.26

---

Record 3
Computed, not measured: a molecular structure, C12H20Si in a non-equilibrium geometry, with ωB97M-V/def2-TZVPD.

Results
charge = 0
HOMO-LUMO gap = 9.7 eV

The geometry in XYZ format:
```
33
C12H20Si | OMol25 | ωB97M-V/def2-TZVPD
C 2.810 3.135 -1.621
C 1.682 3.002 -2.407
C 2.879 2.585 -0.361
C 0.681 2.207 -1.932
C 1.805 1.903 0.194
C 0.742 1.641 -0.661
C -2.521 0.475 2.594
C 0.306 -1.195 -2.047
C 1.004 -1.840 0.279
C -1.357 -2.291 -0.366
C -1.019 0.716 2.334
C -0.180 -1.301 -0.613
Si -0.666 0.459 -0.047
H 3.702 3.747 -2.014
H 1.698 3.329 -3.452
H 3.670 3.035 0.306
H -0.296 2.087 -2.534
H 1.851 1.493 1.191
H -3.222 1.325 2.169
H -2.895 -0.525 2.074
H -2.838 0.360 3.549
H -0.489 -0.906 -2.785
H 1.041 -0.440 -2.070
H 0.803 -2.153 -2.287
H 0.722 -2.691 0.981
H 1.274 -1.033 0.957
H 1.894 -2.119 -0.176
H -1.426 -2.166 0.729
H -2.329 -2.024 -0.888
H -1.160 -3.238 -0.984
H -0.369 -0.167 2.685
H -0.654 1.653 2.743
H -2.012 0.718 -0.782
```

Results of the Mulliken charge analysis, in e, for atoms 1 through 4: number 1, C, carries -0.20; number 2, C, carries -0.54; number 3, C, carries -0.68; number 4, C, carries 0.01

---

Record 4
Computed, not measured: C14H17NO in the gas phase, with ωB97M-V/def2-TZVPD.

Results
charge = 0
structure (SMILES) = OCCCNCc1cccc2ccccc12
HOMO-LUMO gap = 8.8 eV

The geometry in XYZ format:
```
33
C14H17NO | OMol25 | ωB97M-V/def2-TZVPD
O 3.341 0.472 -2.679
C 2.083 0.986 -3.029
C 1.122 -0.083 -3.572
C 1.129 -1.355 -2.710
N 1.173 -1.048 -1.288
H 1.445 -1.882 -0.774
C -0.094 -0.575 -0.755
C 0.010 -0.171 0.694
C 1.237 -0.023 1.288
C 1.359 0.336 2.637
C 0.244 0.548 3.395
C -1.040 0.430 2.823
C -2.201 0.668 3.588
C -3.444 0.573 3.030
C -3.575 0.240 1.675
C -2.469 -0.002 0.908
C -1.168 0.076 1.452
H -2.596 -0.248 -0.135
H -4.561 0.176 1.237
H -4.328 0.758 3.622
H -2.085 0.932 4.630
H 0.325 0.817 4.438
H 2.344 0.438 3.068
H 2.130 -0.180 0.703
H -0.400 0.299 -1.341
H -0.883 -1.341 -0.869
H 0.255 -1.974 -2.980
H 2.028 -1.930 -2.946
H 0.121 0.347 -3.622
H 1.417 -0.365 -4.584
H 2.265 1.741 -3.797
H 1.626 1.479 -2.160
H 3.191 -0.139 -1.946
```

Results of the Mulliken charge analysis, in e, for atoms 1 through 4: number 1, O, carries -0.57; number 2, C, carries -0.39; number 3, C, carries -0.62; number 4, C, carries -0.76

---

Record 5
Computed, not measured: a molecular structure, C18H9Br2F5NO3Pd, with ωB97M-V/def2-TZVPD.

Results
charge = -1
HOMO-LUMO gap = 7.3 eV

The geometry in XYZ format:
```
39
C18H9Br2F5NO3Pd | OMol25 | ωB97M-V/def2-TZVPD
Pd -0.168 -0.094 -0.017
Br -2.446 4.298 1.245
C -2.302 3.430 -0.428
C -2.996 3.961 -1.520
C -2.924 3.391 -2.760
Br -3.882 4.171 -4.202
C -2.137 2.234 -2.968
C -1.968 1.557 -4.196
C -1.172 0.449 -4.264
C -0.538 -0.018 -3.099
N -0.684 0.595 -1.949
C -1.459 1.704 -1.852
C -1.503 2.294 -0.527
O -0.834 1.793 0.446
H -3.598 4.847 -1.367
H -2.477 1.930 -5.075
H -1.036 -0.084 -5.195
H 0.064 -0.917 -3.089
F 0.530 -1.942 1.966
C 0.135 -0.621 1.846
F -0.993 -0.503 2.620
C 1.228 0.142 2.612
F 0.966 1.451 2.689
F 1.370 -0.306 3.876
F 2.427 -0.002 2.016
O -0.233 -2.072 -0.757
C -1.500 -2.313 -0.692
O -2.350 -1.495 -0.334
C -1.917 -3.702 -1.104
C -1.033 -4.558 -1.751
C -1.443 -5.827 -2.131
C -2.736 -6.252 -1.853
C -3.618 -5.402 -1.201
C -3.211 -4.129 -0.835
H -0.024 -4.215 -1.936
H -0.753 -6.490 -2.638
H -3.054 -7.246 -2.143
H -4.626 -5.732 -0.981
H -3.880 -3.438 -0.339
```

Results of the Mulliken charge analysis, in e, for atoms 1 through 4: number 1, Pd, carries 0.48; number 2, Br, carries -0.19; number 3, C, carries -0.20; number 4, C, carries -0.39

---

Record 6
Computed, not measured: 2 unconnected molecules or ions with the total composition C18H14F4O2 in a non-equilibrium geometry, with ωB97M-V/def2-TZVPD.

Results
charge = 0
HOMO-LUMO gap = 5.7 eV

The geometry in XYZ format:
```
38
C18H14F4O2 | OMol25 | ωB97M-V/def2-TZVPD
C 2.131 2.029 -2.011
C 2.067 2.243 -0.510
C 0.901 2.934 -0.023
C 0.389 2.793 1.316
C -1.089 3.075 1.494
O 1.074 2.479 2.302
O 2.997 1.837 0.206
H 1.244 2.392 -2.538
H 3.010 2.521 -2.441
H 2.239 0.951 -2.183
H 0.188 3.274 -0.780
H -1.596 3.341 0.564
H -1.546 2.169 1.907
H -1.249 3.882 2.215
F 2.647 6.439 -3.936
C 3.253 5.897 -2.822
C 4.509 5.317 -2.981
C 5.075 4.746 -1.836
F 6.323 4.176 -1.950
C 4.421 4.700 -0.625
C 3.099 5.221 -0.503
C 2.410 4.960 0.719
C 1.388 5.735 1.348
C 1.370 5.760 2.772
C 0.327 6.361 3.441
F 0.272 6.281 4.814
C -0.716 7.021 2.782
C -0.650 7.040 1.390
F -1.673 7.661 0.706
C 0.359 6.430 0.660
C 2.568 5.930 -1.615
H 5.032 5.335 -3.938
H 4.877 4.233 0.248
H 2.895 4.221 1.370
H 2.172 5.251 3.308
H -1.528 7.505 3.325
H 0.320 6.439 -0.425
H 1.626 6.461 -1.543
```

Results of the Mulliken charge analysis, in e, for atoms 1 through 4: number 1, C, carries -1.21; number 2, C, carries 0.86; number 3, C, carries -0.19; number 4, C, carries 0.85

---

Question: Among the records above, which one has the highest charge?
Answer: C56H45N9V